# 1
Density functional theory data (ωB97M-V/def2-TZVPD) for a structure of composition C40H40BrCoN4S4 in a non-equilibrium geometry.

```
90
Properties=species:S:1:pos:R:3:forces:R:3:lowdin_spin:R:1
Co 0.149564 2.174493 1.059042 0.6 1.7 0.3 0.01
C 0.309823 4.446937 -0.819524 0.0 0.2 0.1 0.00
N 0.453154 2.989640 -0.883666 0.0 -0.4 -0.6 0.00
C 1.782321 2.551694 -1.308783 0.1 -0.1 0.2 0.00
C 2.855654 2.757908 -0.228559 -0.2 0.2 -0.6 0.01
N 2.401495 2.409935 1.130022 -0.3 -0.5 0.2 0.04
C 1.782631 0.440645 2.474010 0.2 -0.2 0.0 0.04
C 2.780363 3.479464 2.015199 0.1 0.6 0.5 0.00
C 4.106206 3.897543 2.046229 0.0 0.2 0.1 0.00
C 4.528712 4.883766 2.917816 0.3 -0.1 -0.2 0.01
C 3.606900 5.460539 3.780227 -0.2 0.1 0.2 0.00
C 2.290797 5.046971 3.769961 0.4 0.2 0.1 0.01
C 1.847208 4.055009 2.883681 -0.7 -0.4 -0.1 0.00
S 0.176237 3.576446 2.874439 0.0 -0.2 0.1 0.00
C -0.602629 2.439607 -1.699783 -0.3 -0.1 -0.2 0.00
C -0.449974 2.152259 -3.043488 0.1 0.1 0.1 0.00
C -1.495282 1.604097 -3.776382 -0.1 -0.2 -0.2 0.00
C -2.705033 1.334764 -3.158742 0.0 -0.1 -0.3 0.00
C -2.876325 1.623358 -1.820105 0.2 0.0 0.0 0.00
C -1.836298 2.178633 -1.075792 -0.4 0.2 0.3 0.00
S -2.054241 2.542252 0.609872 0.1 -0.1 0.2 -0.01
H 0.437306 4.902558 -1.812670 0.1 -0.1 0.0 0.00
H 1.042408 4.861384 -0.128549 0.0 0.0 0.1 0.00
H -0.686887 4.683710 -0.441853 0.1 -0.1 0.0 0.00
H 2.117556 3.092331 -2.207549 0.1 -0.1 -0.1 0.00
H 1.698448 1.488901 -1.549123 0.0 0.1 -0.1 0.00
H 3.146717 3.814226 -0.234002 -0.1 -0.2 0.0 0.00
H 3.740974 2.177238 -0.520114 -0.1 0.2 0.0 0.00
H 1.956481 -0.625786 2.599948 0.1 -0.2 0.1 0.00
H 0.831641 0.563944 1.920148 0.2 -0.1 0.3 0.00
H 1.681614 0.909953 3.450604 -0.1 0.1 0.0 0.00
H 4.822364 3.410072 1.400563 0.1 0.0 -0.1 0.00
H 5.568047 5.179498 2.935329 0.1 0.1 0.0 0.00
H 3.925683 6.232560 4.467982 0.0 0.1 0.1 0.00
H 1.574041 5.480386 4.454572 -0.1 0.0 0.0 0.00
H 0.490207 2.347141 -3.540044 0.1 0.0 0.0 0.00
H -1.350345 1.370323 -4.822753 0.0 0.0 -0.1 0.00
H -3.518985 0.896794 -3.721517 0.0 -0.1 -0.1 0.00
H -3.803228 1.391220 -1.315526 -0.1 0.1 0.1 0.00
S 0.286994 -0.372898 -0.418009 -0.9 -0.4 0.1 0.01
C -0.948299 -1.493228 -0.252209 2.8 -0.1 -1.7 0.02
N -0.837845 -2.701376 -0.901373 -0.4 0.5 1.0 0.01
C -1.956013 -3.602966 -0.813058 -0.6 -0.3 0.0 0.00
C -3.237562 -2.790006 -0.967210 0.2 -0.3 -0.4 0.00
N -3.291579 -1.812712 0.086014 0.4 0.2 -0.4 0.02
C -4.585976 -1.341053 0.513211 -0.1 0.1 0.1 0.00
C -5.220884 -2.309915 1.474060 -0.1 0.0 -0.1 0.00
C -4.685871 -2.451439 2.749780 0.0 0.0 0.1 0.00
C -5.252633 -3.333540 3.649032 0.0 0.0 0.1 0.00
C -6.354840 -4.089940 3.284208 -0.1 -0.1 0.0 0.00
C -6.870483 -3.978132 2.005417 -0.1 -0.1 0.0 0.00
C -6.303666 -3.094515 1.102503 0.0 0.1 0.0 0.00
C -2.127780 -1.196353 0.478249 -1.9 0.7 2.4 0.02
S -2.062648 -0.246908 1.851695 0.4 -0.6 -1.0 -0.01
C 0.460034 -3.276040 -1.182468 0.4 0.0 -0.2 0.00
C 0.704058 -3.421578 -2.659320 0.0 -0.2 0.0 0.00
C 0.961005 -4.658623 -3.233497 0.0 0.0 0.1 0.00
C 1.188877 -4.765353 -4.595325 0.1 -0.1 -0.1 0.00
C 1.164302 -3.635965 -5.393548 0.0 -0.1 -0.1 0.00
C 0.906357 -2.398264 -4.825820 0.0 0.0 0.0 0.00
C 0.677804 -2.290914 -3.467469 0.0 0.1 0.0 0.00
H -1.976184 -4.132429 0.155672 0.0 0.0 -0.2 0.00
H -1.871837 -4.343656 -1.614245 0.0 0.1 0.0 0.00
H -4.114523 -3.441696 -0.885236 0.1 0.0 0.0 0.00
H -3.238270 -2.315232 -1.964163 -0.1 -0.1 0.1 0.00
H -5.221380 -1.200001 -0.371086 0.0 0.0 0.1 0.00
H -4.428429 -0.375372 1.004119 -0.1 -0.1 -0.2 0.00
H -3.831039 -1.850280 3.023794 0.0 0.0 0.0 0.00
H -4.839533 -3.426749 4.642632 0.0 0.0 0.1 0.00
H -6.814956 -4.760043 3.996424 0.0 -0.1 0.0 0.00
H -7.720626 -4.576451 1.710027 -0.1 0.0 0.0 0.00
H -6.719075 -3.005049 0.106877 0.0 0.1 -0.1 0.00
H 0.546439 -4.249071 -0.680930 -0.1 0.1 0.0 0.00
H 1.213286 -2.600475 -0.761505 -0.2 -0.2 0.0 0.00
H 0.993068 -5.544396 -2.612666 0.0 -0.1 0.1 0.00
H 1.392149 -5.733020 -5.033145 0.0 -0.1 0.0 0.00
H 1.349071 -3.718137 -6.455581 0.0 0.0 -0.1 0.00
H 0.894375 -1.512412 -5.443306 0.0 0.1 -0.1 0.00
H 0.485140 -1.329121 -3.015827 -0.1 0.1 0.0 0.00
Br 7.282932 -0.994070 1.296897 -0.2 0.2 0.0 0.06
C 5.590474 -0.132462 1.425745 0.4 -0.2 0.0 0.28
C 4.611718 -0.364001 0.452050 0.0 -0.2 -0.3 0.00
C 3.378936 0.185372 0.573763 0.0 -0.1 0.0 0.20
C 2.961429 1.061667 1.701193 -0.3 0.1 -0.1 0.04
C 4.080972 1.235860 2.680063 0.0 -0.3 0.1 0.21
C 5.294494 0.642886 2.549901 0.1 0.2 0.3 0.00
H 4.846147 -0.992392 -0.398551 0.0 0.0 0.0 -0.01
H 2.622115 -0.039388 -0.158322 0.1 -0.1 -0.2 0.01
H 3.853306 1.774032 3.588449 0.0 0.1 0.0 0.01
H 6.041121 0.775393 3.320974 0.0 0.0 0.0 -0.01
```
Forces are in eV/Å.

Properties
HOMO energy (spin up / spin down)	-2.16 / -2.14	eV
relative energy (zero: lowest compared OMol25 entry of this formula, charge and spin)	87.2	kcal/mol
calculated total energy	-199098.73203	eV
lowest unoccupied orbital energy (spin up / spin down)	1.67 / 1.45	eV
M	843.89	u
2S+1	2
net charge	-1

***

# 2
Density functional theory data (ωB97M-V/def2-TZVPD) for a cluster of 2 separate species, C2H8N2O3S in total in a non-equilibrium geometry.

```
16
Properties=species:S:1:pos:R:3:forces:R:3:mulliken_charge:R:1
C 1.986729 -0.580537 0.956151 -0.4 -1.9 0.1 -1.01
C 1.042916 0.570303 0.741398 -3.0 2.1 1.0 -0.35
N -1.905332 -0.790721 -1.530394 1.4 -1.5 2.5 -0.52
N 0.258827 0.136484 -0.343303 -1.0 1.4 -4.2 -0.12
O -2.028648 0.382066 0.659268 -0.4 -0.6 0.2 -0.61
O -0.728584 -1.787735 0.621314 -1.1 1.6 -1.2 -0.61
O -0.813712 1.738554 -1.554218 4.7 -2.3 -1.4 -0.54
S -1.193954 -0.560459 -0.034324 0.2 -1.6 0.9 1.12
H 2.444959 -0.983235 0.008351 -0.6 0.6 1.0 0.28
H 2.716396 -0.196190 1.584356 1.9 0.6 1.1 0.40
H 1.520490 -1.401251 1.531345 0.0 0.3 -0.7 0.30
H 0.208574 0.939786 1.519443 2.6 -1.0 -0.5 0.34
H 1.615814 1.453488 0.438799 -0.2 -0.2 -0.2 0.29
H -2.509487 -0.016458 -1.452128 -0.9 1.2 -1.4 0.36
H -1.163366 -0.763604 -2.215328 -0.3 0.4 -0.5 0.34
H -1.451616 1.859502 -0.930736 -3.0 0.8 3.2 0.33
```
Forces are in eV/Å.

Properties
HOMO energy (spin up / spin down)	-10.53 / -10.54	eV
relative energy (zero: lowest compared OMol25 entry of this formula, charge and spin)	133.8	kcal/mol
calculated total energy	-22155.66429	eV
lowest unoccupied orbital energy (spin up / spin down)	-2.81 / -2.81	eV
M	140.16	u
2S+1	1
net charge	0

***

# 3
Density functional theory data (ωB97M-V/def2-TZVPD) for a structure of composition C21H23N7O4PPdS2 in a non-equilibrium geometry.

```
59
Properties=species:S:1:pos:R:3:forces:R:3:lowdin_spin:R:1
Pd -0.160649 1.236330 0.936813 -0.6 -0.7 -0.3 1.35
C 2.386566 0.496897 5.829208 -0.1 0.0 -0.2 0.00
S 2.915376 -0.239936 4.259196 0.0 0.1 0.0 0.01
C 2.052816 0.737516 3.081558 0.1 0.0 0.1 0.05
S 0.381347 1.177356 3.379774 -0.3 0.1 -0.6 0.74
N 2.689625 1.046600 2.004354 1.0 -0.1 0.4 0.12
N 1.974183 1.621406 1.024710 -0.9 0.3 -0.4 0.07
C 2.441852 2.591127 0.338720 0.4 -0.2 0.4 0.04
C 1.523335 3.276715 -0.572245 -0.5 0.3 -0.3 0.00
C 1.935682 3.929972 -1.724050 0.3 -0.1 0.2 0.01
C 0.984011 4.549910 -2.517380 -0.2 0.0 0.0 0.00
C -0.341794 4.539917 -2.111875 0.2 0.1 0.0 0.01
C -0.672685 3.881042 -0.935463 -0.1 0.0 0.0 0.01
N 0.229858 3.246906 -0.198449 0.2 0.0 0.1 0.06
H 2.882735 -0.087932 6.599347 0.0 0.0 0.0 0.00
H 1.308979 0.433702 5.950501 0.0 0.0 0.1 0.00
H 2.724685 1.528454 5.878074 0.0 0.0 0.1 0.00
H 3.452027 2.959826 0.502612 0.1 -0.1 -0.1 0.00
H 2.982687 3.938623 -1.999867 0.0 0.0 0.0 0.00
H 1.270326 5.036462 -3.440004 0.0 0.0 0.0 0.00
H -1.103265 5.046024 -2.688363 0.0 0.0 0.0 0.00
H -1.693220 3.853889 -0.571777 0.0 -0.1 0.0 0.00
O -2.988491 1.242905 -5.620306 0.1 0.0 0.1 0.29
C -1.784554 1.306549 -5.559140 0.0 0.1 -0.2 0.09
O -0.769484 1.497779 -6.195690 -0.1 0.0 0.1 0.29
C -1.315189 1.056955 -3.937506 -0.1 0.1 0.0 0.26
C 0.026758 0.868736 -3.666133 0.1 -0.1 -0.1 0.02
C 0.370206 0.718589 -2.334395 -0.1 0.0 0.0 0.02
N -0.542585 0.761354 -1.363812 0.2 0.4 0.2 0.09
C -1.825103 0.934358 -1.654236 -0.4 -0.2 0.3 0.02
C -2.279819 1.084784 -2.961136 0.1 -0.1 -0.1 0.02
C -2.843966 0.910938 -0.475610 0.3 0.1 -0.8 0.01
O -4.005755 0.738988 -0.781579 0.0 0.0 0.2 0.01
O -2.325863 1.071485 0.678866 0.3 0.1 0.5 0.10
H 0.761304 0.842209 -4.455790 0.0 0.0 0.0 0.00
H 1.399302 0.563448 -2.028711 0.0 0.0 -0.1 0.00
H -3.334770 1.203305 -3.158377 0.0 0.0 0.0 0.00
C 0.738473 -4.206024 0.286188 -0.1 0.2 0.0 0.00
N 0.741772 -3.768448 1.677823 0.2 -0.3 0.2 0.02
C -0.540029 -4.107889 2.292907 0.0 0.2 -0.1 0.00
N -1.668774 -3.532800 1.571589 -0.3 -0.4 0.2 0.02
C -1.634428 -3.984638 0.186551 0.1 0.1 0.0 0.00
N -0.374222 -3.642605 -0.472890 0.0 -0.3 -0.2 0.02
C -0.243310 -2.217903 -0.678891 0.0 0.4 0.1 0.02
P -0.222314 -1.285235 0.953108 -0.1 -0.7 0.2 0.17
C 1.051614 -2.361016 1.811547 -0.1 0.4 -0.1 0.02
C -1.746411 -2.096085 1.690495 0.2 0.5 -0.1 0.01
H 0.655103 -5.292908 0.263878 0.0 0.0 0.0 0.00
H 1.680615 -3.918834 -0.184654 0.0 0.0 0.0 0.00
H -0.549429 -3.760898 3.327407 0.0 0.0 0.0 0.00
H -0.646965 -5.193113 2.287694 0.0 0.0 0.0 0.00
H -2.463394 -3.537570 -0.364247 0.0 0.0 0.0 0.00
H -1.748736 -5.069015 0.171143 0.0 0.0 0.0 0.00
H -1.086548 -1.859204 -1.272256 0.0 0.0 0.0 0.00
H 0.679798 -2.004709 -1.223724 0.0 0.0 0.0 0.00
H 1.082239 -2.093832 2.869682 0.0 0.0 0.0 0.00
H 2.037734 -2.153368 1.385506 0.0 0.0 0.0 0.00
H -2.625752 -1.713355 1.169128 0.0 0.0 0.1 0.00
H -1.823492 -1.803725 2.740150 0.0 0.0 0.0 0.00
```
Forces are in eV/Å.

Properties
HOMO energy (spin up / spin down)	-10.97 / -11.05	eV
relative energy (zero: lowest compared OMol25 entry of this formula, charge and spin)	0.0	kcal/mol
calculated total energy	-75199.70710	eV
lowest unoccupied orbital energy (spin up / spin down)	-4.14 / -6.75	eV
M	638.99	u
2S+1	5
net charge	+1

***

# 4
Density functional theory data (ωB97M-V/def2-TZVPD) for a cluster of 2 separate species, C9H16N2O2 in total in a non-equilibrium geometry.

```
29
Properties=species:S:1:pos:R:3:forces:R:3:mulliken_charge:R:1
O -3.386777 2.085933 -0.538463 -0.1 -0.7 0.1 -0.63
C -3.064416 0.948891 -0.216254 0.5 3.0 0.2 0.42
C -3.330356 -0.197876 -1.043163 -2.0 -2.3 -1.3 -0.27
C -2.957110 -1.476884 -0.719012 1.0 2.1 -0.6 -0.14
N -2.007403 -1.513882 0.333911 1.1 -2.0 2.1 -0.09
C -1.866526 -0.485129 1.364468 -2.6 -0.3 -0.7 0.20
O -1.556671 -0.757985 2.501546 1.0 0.1 -0.9 -0.58
N -2.386310 0.782154 1.005685 1.9 -1.4 1.1 -0.08
H -4.051606 -0.063128 -1.925183 1.3 0.1 1.6 0.30
H -3.282534 -2.312050 -1.441308 1.1 0.9 1.9 0.30
H -1.514597 -2.394964 0.745669 -1.8 1.9 -1.4 0.28
H -2.057570 1.534273 1.711043 -1.3 -1.3 -2.1 0.31
C 1.890927 -2.168203 -0.693033 -2.5 3.0 -1.0 -1.30
C 1.942704 -1.084078 0.406760 3.6 -0.6 -3.8 -0.46
C 1.712237 0.132146 -0.500353 2.1 3.4 1.8 -0.84
C 1.851919 1.390678 0.501398 0.9 -2.3 0.8 -0.07
C 1.638761 2.779823 0.040119 2.4 0.3 -2.0 -1.28
H 0.851201 -1.994095 -1.155919 1.5 -1.1 0.3 0.21
H 2.643809 -2.010017 -1.465483 -0.1 0.1 0.1 0.34
H 2.013207 -3.068380 -0.278233 0.2 -3.9 1.2 0.49
H 3.090199 -1.019866 0.547733 -1.8 0.0 0.9 0.28
H 1.454652 -1.362795 1.317215 -0.8 0.5 0.3 0.52
H 2.659391 0.188408 -1.155596 -1.6 -0.2 0.6 0.37
H 0.846619 0.212526 -1.173274 -0.1 -0.4 0.6 0.44
H 3.016040 1.271372 0.948695 -3.4 0.3 -0.7 0.19
H 1.026155 1.204637 1.245510 1.3 -0.1 0.1 0.11
H 0.673706 3.027710 -0.280291 -1.8 0.0 -0.2 0.35
H 1.910179 3.458314 0.847794 0.3 0.3 -0.4 0.34
H 2.240177 2.892462 -0.931984 -0.3 0.5 1.5 0.28
```
Forces are in eV/Å.

Properties
HOMO energy	-9.41	eV
relative energy (zero: lowest compared OMol25 entry of this formula, charge and spin)	83.5	kcal/mol
calculated total energy	-16665.68622	eV
lowest unoccupied orbital energy	0.28	eV
SMILES string	O=c1cc[nH]c(=O)[nH]1.CCCCC
M	184.24	u
2S+1	1
net charge	0